Entry 1:
62
Properties=species:S:1:pos:R:3:forces:R:3 method="wB97M-V/def2-TZVPD" gap_ev=4.4 homo_ev=-2.865 relative_energy_kj_mol=41.45 total_charge=-1 e_tot_ha=-2859.6166 lumo_ev=1.55
In 0.081154 -0.349183 -1.171749 0.341 -0.821 -0.024
Cl 2.749810 -2.669693 -7.500788 0.081 0.114 0.224
C 2.036270 -2.537928 -5.906274 0.070 0.349 -0.167
C 1.267889 -3.554385 -5.441706 -0.344 0.555 0.987
C 0.582115 -3.395634 -4.191911 0.481 -1.314 -1.546
I -0.319250 -5.055451 -3.434653 -0.633 -0.729 0.374
C 0.567761 -2.258052 -3.460466 -0.142 1.410 0.705
O -0.156259 -2.070593 -2.391830 0.276 -0.027 -0.445
C 1.482455 -1.236530 -3.922173 0.458 0.251 0.462
N 1.691961 -0.213266 -3.042827 0.099 -0.164 0.047
C 2.567088 0.726368 -3.331324 -0.762 -0.194 0.683
C 3.188732 0.756082 -4.567256 1.311 1.660 -0.689
C 3.033701 -0.231804 -5.477061 -0.385 -1.229 -0.390
C 2.218209 -1.355110 -5.125385 0.031 0.466 -0.530
H 1.143194 -4.472645 -5.997624 0.051 0.040 -0.009
H 2.753563 1.484894 -2.567225 -0.126 -0.161 -0.278
H 3.825237 1.616374 -4.847241 -0.389 -0.548 0.407
H 3.548772 -0.157404 -6.443515 -0.335 -0.300 0.451
C -5.336521 5.877701 -1.238858 0.138 -0.785 -0.630
C -5.204418 7.139703 -0.478463 -0.227 1.494 0.424
O -6.042058 8.017015 -0.506105 0.382 -0.622 0.112
S -3.741429 7.491477 0.527695 -0.218 0.358 -0.249
C -2.667608 6.175892 0.041172 -0.934 0.925 0.345
C -2.069765 6.189526 -1.195412 -0.112 0.452 0.083
C -1.533756 5.033521 -1.656747 0.828 -1.080 -1.094
C -1.501179 3.862711 -0.872266 -0.430 0.890 -0.637
C -2.118658 3.870477 0.360445 0.015 0.331 0.477
C -2.701346 5.058981 0.802013 0.199 -1.837 1.016
C -0.968928 2.660810 -1.381999 0.070 -0.857 -0.137
C -0.652541 1.526768 -1.670216 0.014 0.426 -0.079
H -6.270746 5.948857 -1.800600 0.210 -0.056 -0.023
H -5.379818 4.993737 -0.596095 0.080 0.185 0.102
H -4.474248 5.720794 -1.912533 -0.487 0.112 0.249
H -2.139153 7.106075 -1.743511 0.165 0.197 -0.586
H -1.185662 4.935913 -2.688225 0.156 0.242 0.373
H -2.157811 2.951796 0.932485 -0.007 0.129 0.107
H -3.222052 5.071916 1.748084 -0.064 0.000 0.070
C 0.062401 -1.081189 0.712903 0.422 -1.204 1.766
C 0.424331 -1.755432 1.718889 0.205 0.801 -2.264
C 0.933745 -2.481187 2.788751 -1.577 -0.479 -0.520
C 1.228542 -1.714998 3.956419 0.775 0.949 0.890
C 0.834618 -0.357955 4.013399 -0.198 -0.004 -0.011
C 1.213038 0.462661 5.062800 -0.208 0.199 -0.253
C 2.046506 0.017007 6.069160 0.168 -0.559 0.379
C 2.458459 -1.323426 6.043995 -0.373 0.936 -0.142
C 2.046044 -2.163014 5.024320 0.710 -0.490 -0.337
C 0.723931 -3.930535 2.783489 1.036 -0.462 -0.444
C 0.511145 -4.634670 1.572521 -0.256 1.362 -0.763
C 0.358758 -5.983085 1.510874 0.144 -1.646 0.611
C 0.501494 -6.783863 2.673116 0.127 0.038 0.304
C 0.781970 -6.165479 3.884526 -0.686 2.111 -2.578
C 0.870771 -4.759219 3.895850 0.004 -0.796 0.806
H 0.245620 0.032253 3.174634 0.165 -0.078 0.546
H 0.846448 1.480935 5.113188 0.037 0.102 -0.200
H 2.376771 0.698437 6.850337 -0.083 -0.190 -0.038
H 3.123942 -1.652097 6.823995 0.196 -0.340 0.057
H 2.535980 -3.145347 4.938936 -0.449 0.548 0.187
H 0.456672 -4.065636 0.629387 -0.059 -0.202 0.570
H 0.165414 -6.458449 0.548531 0.062 0.092 0.203
H 0.438948 -7.865540 2.707490 -0.174 -0.024 -0.578
H 0.837392 -6.673425 4.791597 0.266 -0.964 1.297
H 1.082358 -4.356456 4.861035 -0.113 0.434 0.330

Entry 2:
71
Properties=species:S:1:pos:R:3:forces:R:3 method="wB97M-V/def2-TZVPD" gap_ev=5.4 homo_ev=-3.062 relative_energy_kj_mol=0.00 total_charge=-1 e_tot_ha=-7505.6354 lumo_ev=2.32
Pt -1.691877 -1.345714 0.149713 0.151 -0.134 0.037
Te 1.061097 2.266378 -1.616034 0.082 0.090 0.357
C 2.389577 3.166088 -0.217213 0.003 -0.042 -0.035
C 2.533821 4.543095 -0.108659 0.025 0.004 -0.037
C 3.407615 5.058599 0.839352 0.009 -0.004 0.001
N 4.127897 4.310973 1.671390 -0.004 -0.007 0.001
C 3.977438 2.988986 1.563799 0.008 0.016 0.004
C 3.137380 2.375083 0.649277 -0.013 0.016 0.024
C 0.275895 0.852685 -0.350901 -0.242 -0.210 -0.412
P 0.477889 -0.889496 -0.523044 0.015 0.244 -0.303
C 2.190838 -1.241907 0.010752 -0.068 -0.094 0.084
C 3.289914 -1.159897 -0.840782 0.015 0.036 0.045
C 4.578847 -1.246485 -0.329588 0.004 0.001 -0.016
C 4.780912 -1.417241 1.032627 0.003 0.001 0.004
C 3.689072 -1.501663 1.888056 -0.003 0.008 -0.001
C 2.402589 -1.414433 1.378297 0.001 -0.029 -0.005
C 0.464925 -1.430352 -2.276567 0.070 -0.010 0.054
C 1.057970 -2.626363 -2.675657 -0.009 -0.012 -0.010
C 0.892039 -3.102752 -3.969448 0.011 0.001 0.016
C 0.125530 -2.390112 -4.880440 -0.002 0.008 -0.008
C -0.480410 -1.203484 -4.487684 -0.005 -0.008 -0.003
C -0.316047 -0.731673 -3.194692 0.010 -0.011 0.000
P -1.306270 0.814270 0.421121 0.196 0.080 0.251
C -2.345301 2.186427 -0.151891 0.010 -0.109 -0.116
C -2.228722 3.445691 0.428272 0.017 0.003 -0.041
C -2.926010 4.523390 -0.100503 -0.005 -0.003 -0.002
C -3.742161 4.344324 -1.208050 0.006 0.004 0.010
C -3.866275 3.086121 -1.782743 0.004 -0.010 -0.018
C -3.171229 2.007411 -1.257942 -0.021 -0.024 0.014
C -1.127270 1.163902 2.203979 -0.077 0.067 0.019
C -2.183703 0.851308 3.058959 -0.007 0.007 0.010
C -2.062619 1.087635 4.419410 0.005 0.005 -0.005
C -0.887458 1.624627 4.934864 0.001 0.000 -0.001
C 0.167082 1.928277 4.086078 -0.001 0.008 0.005
C 0.046639 1.697806 2.720609 -0.008 0.013 -0.010
H 1.962085 5.214742 -0.737582 0.002 0.007 0.003
H 3.526250 6.133234 0.941283 -0.006 0.002 -0.008
H 4.567493 2.385435 2.246716 -0.007 -0.009 -0.002
H 3.055939 1.294601 0.623398 0.004 0.002 0.008
H 3.139234 -1.002019 -1.901259 0.003 -0.002 -0.007
H 5.427861 -1.167527 -0.997673 0.000 0.000 0.001
H 5.787243 -1.479854 1.428224 0.000 0.002 -0.001
H 3.840658 -1.629643 2.952829 0.000 -0.002 0.000
H 1.544185 -1.460412 2.040619 0.003 0.003 -0.008
H 1.650061 -3.195036 -1.967355 0.002 -0.005 0.000
H 1.360292 -4.034290 -4.264044 -0.001 0.000 0.000
H -0.005603 -2.761108 -5.889492 -0.001 0.001 -0.001
H -1.093999 -0.649001 -5.186984 0.003 0.002 -0.001
H -0.821286 0.174023 -2.877041 0.001 0.004 -0.004
H -1.591315 3.586756 1.292613 0.000 0.005 0.007
H -2.831258 5.501633 0.354691 0.001 0.001 -0.002
H -4.288984 5.184730 -1.618762 -0.004 -0.001 0.001
H -4.519122 2.939961 -2.634467 -0.002 0.000 0.002
H -3.298546 1.008658 -1.660522 -0.006 0.001 0.003
H -3.081958 0.400588 2.645745 -0.002 -0.002 -0.002
H -2.882992 0.841737 5.082645 0.001 -0.008 -0.001
H -0.792746 1.798677 6.000207 -0.002 0.003 0.000
H 1.085668 2.343560 4.483454 0.001 0.003 -0.003
H 0.865157 1.923156 2.046375 0.008 -0.014 0.009
Se -4.097083 -1.243497 0.139466 -0.219 0.137 0.163
Br -0.538202 -3.959864 2.177763 -0.007 0.002 0.012
C -1.565524 -4.441717 0.668448 0.120 0.045 0.053
C -1.893924 -5.776536 0.495450 -0.021 -0.053 -0.039
C -2.627897 -6.121963 -0.625873 0.024 0.046 0.033
C -3.005121 -5.127857 -1.512639 0.019 -0.012 -0.014
C -2.657478 -3.818908 -1.237907 0.015 -0.031 0.007
N -1.929171 -3.478149 -0.159295 -0.093 -0.061 -0.140
H -1.579389 -6.507245 1.224668 -0.002 0.006 0.007
H -2.903053 -7.154754 -0.797769 0.005 -0.002 0.000
H -3.583059 -5.349731 -2.398284 0.002 0.012 -0.004
H -2.964016 -2.993883 -1.862395 -0.023 0.016 0.013